(1)
{
  "formula": "C2H15Cd2O7",
  "method": "ωB97M-V/def2-TZVPD",
  "gap_ev": 6.52,
  "e_lumo_ev": -5.845,
  "homo_ev": -12.3678,
  "energy_ha": -947.05231,
  "charge": 1,
  "e_above_lowest_kj_mol": 65.13,
  "symbols": ["Cd", "Cd", "C", "C", "O", "H", "H", "H", "H", "H", "O", "H", "O", "H", "O", "H", "H", "O", "H", "H", "O", "H", "H", "O", "H", "H"],
  "coordinates": [[0.205, 29.076, -11.186], [-2.191, 29.655, -13.143], [0.783, 25.683, -10.731], [2.004, 26.474, -11.088], [1.744, 27.810, -11.495], [0.981, 24.678, -10.367], [0.080, 25.535, -11.585], [0.113, 26.231, -10.049], [2.608, 25.999, -11.870], [2.638, 26.531, -10.191], [-1.123, 28.035, -12.521], [-1.222, 27.116, -12.740], [-1.250, 30.578, -11.475], [-2.018, 30.819, -10.955], [-2.828, 25.109, -10.240], [-2.749, 24.271, -9.766], [-2.228, 25.011, -10.987], [-0.794, 25.767, -14.541], [-0.404, 25.540, -13.684], [-0.138, 26.365, -14.947], [1.722, 27.858, -14.412], [0.933, 28.369, -14.204], [2.087, 27.670, -13.520], [-2.919, 28.168, -14.687], [-3.688, 28.109, -15.275], [-2.545, 27.256, -14.617]],
  "forces_ev_per_a": [[0.95, -0.84, 0.79], [-0.49, -0.24, -0.52], [-1.66, -0.12, -0.76], [0.39, 0.89, 0.77], [0.24, 0.07, -0.32], [0.17, 0.11, 0.28], [0.62, 0.03, -0.06], [0.54, -0.19, 0.37], [-0.20, -0.06, 0.00], [0.02, -0.22, -0.14], [-0.17, -0.18, -0.02], [0.08, -0.35, -0.23], [-0.54, 0.52, -0.85], [0.28, 0.20, 0.78], [0.15, -0.05, -0.06], [-0.09, 0.13, -0.01], [-0.05, -0.07, 0.07], [-0.16, 0.64, 0.17], [0.16, -0.17, -0.39], [0.05, -0.37, 0.21], [-0.07, -0.22, 0.31], [0.06, -0.02, 0.03], [-0.25, 0.21, -0.28], [-0.31, -0.35, -0.30], [0.19, 0.09, 0.11], [0.09, 0.56, 0.05]]
}

(2)
{
  "formula": "C12H19ClFGeN6O4Ru",
  "method": "ωB97M-V/def2-TZVPD",
  "gap_ev": [7.96, 7.96],
  "e_lumo_ev": [-4.898, -4.897],
  "homo_ev": [-12.8594, -12.8586],
  "energy_ha": -3829.58824,
  "charge": 1,
  "e_above_lowest_kj_mol": 94.43,
  "symbols": ["Ru", "O", "Cl", "O", "O", "O", "N", "C", "N", "C", "N", "N", "C", "N", "C", "C", "C", "C", "C", "N", "H", "H", "H", "H", "H", "H", "H", "H", "C", "Ge", "C", "C", "C", "H", "H", "H", "H", "H", "H", "H", "H", "H", "H", "H", "F"],
  "coordinates": [[0.823, -0.145, -0.064], [0.405, 3.868, 0.315], [-0.029, 2.605, 0.770], [-0.663, 2.651, 2.040], [1.212, 1.716, 0.917], [-0.869, 1.927, -0.202], [-2.390, -0.800, 0.464], [-1.757, -0.435, 1.572], [-2.429, -0.177, 2.681], [-1.699, 0.115, 3.760], [-2.314, 0.545, 4.851], [-0.340, -0.053, 3.853], [0.235, -0.256, 2.714], [-0.400, -0.341, 1.528], [1.690, -0.530, 2.618], [2.487, -0.676, 3.731], [3.806, -1.074, 3.555], [4.269, -1.330, 2.275], [3.413, -1.148, 1.201], [2.160, -0.740, 1.369], [-3.394, -0.856, 0.478], [-1.864, -1.180, -0.310], [-3.309, 0.692, 4.836], [-1.776, 0.767, 5.670], [2.058, -0.490, 4.705], [4.456, -1.200, 4.409], [5.281, -1.662, 2.096], [3.733, -1.323, 0.187], [2.493, -2.246, -2.450], [2.785, -0.324, -2.406], [2.514, 0.426, -4.190], [4.499, 0.238, -1.652], [1.369, 0.929, -1.550], [3.296, -2.684, -3.045], [1.539, -2.457, -2.927], [2.481, -2.714, -1.469], [3.269, -0.006, -4.849], [2.638, 1.508, -4.179], [1.528, 0.177, -4.577], [5.022, 0.837, -2.397], [5.135, -0.610, -1.404], [4.363, 0.852, -0.762], [0.464, 0.972, -2.175], [1.842, 1.906, -1.493], [0.140, -1.797, -0.749]],
  "forces_ev_per_a": [[0.29, -0.36, 0.14], [0.00, -0.06, -0.03], [-0.06, 0.03, 0.09], [0.03, 0.01, 0.00], [-0.11, -0.09, -0.23], [0.07, 0.10, 0.06], [0.04, 0.04, 0.00], [-0.06, 0.07, 0.07], [-0.01, 0.05, 0.17], [-0.02, -0.08, -0.20], [0.01, -0.02, -0.02], [0.05, -0.01, 0.00], [-0.07, 0.09, 0.00], [0.12, 0.02, -0.15], [0.00, -0.02, 0.15], [0.03, 0.00, -0.07], [0.00, -0.02, -0.02], [-0.03, 0.02, 0.04], [0.07, 0.00, -0.01], [-0.40, 0.13, -0.20], [0.00, 0.01, 0.01], [-0.02, -0.04, 0.04], [0.00, 0.01, -0.01], [-0.01, 0.00, 0.01], [0.00, -0.01, 0.01], [0.01, 0.01, -0.01], [0.00, 0.00, 0.00], [0.01, -0.03, -0.02], [-0.02, 0.05, 0.05], [0.09, -0.16, -0.05], [-0.02, 0.05, 0.07], [-0.02, 0.06, 0.00], [-0.17, 0.18, 0.15], [0.00, 0.03, -0.01], [-0.01, -0.01, 0.00], [0.02, 0.00, 0.04], [0.01, -0.01, 0.02], [-0.01, 0.00, -0.03], [-0.01, -0.01, 0.01], [0.00, 0.02, 0.01], [0.00, -0.02, -0.02], [0.02, 0.01, -0.01], [0.02, 0.01, -0.01], [0.06, 0.00, 0.00], [0.10, 0.00, -0.03]]
}

(3)
{
  "formula": "C2HNO4",
  "method": "ωB97M-V/def2-TZVPD",
  "smiles": "O=CC(=O)[N+](=O)[O-]",
  "gap_ev": 9.57,
  "e_lumo_ev": -1.474,
  "homo_ev": -11.0457,
  "energy_ha": -432.37566,
  "e_above_lowest_kj_mol": 360.61,
  "symbols": ["C", "C", "N", "O", "O", "O", "O", "H"],
  "coordinates": [[-1.071, -0.355, -0.587], [0.101, -0.458, 0.466], [0.963, 0.639, 0.406], [-1.090, 0.659, -1.260], [0.246, -1.319, 1.256], [0.649, 1.698, 0.859], [1.841, 0.379, -0.404], [-1.639, -1.244, -0.738]],
  "forces_ev_per_a": [[2.53, 2.79, -0.92], [-3.02, -1.81, 0.39], [1.26, 1.62, -2.29], [-0.71, -1.84, 0.97], [0.01, -0.97, 0.54], [0.23, 0.53, 0.82], [0.62, 0.45, 0.43], [-0.91, -0.77, 0.05]]
}

(4)
{
  "formula": "C4H10N",
  "method": "ωB97M-V/def2-TZVPD",
  "gap_ev": 5.96,
  "e_lumo_ev": -6.285,
  "homo_ev": -12.2443,
  "energy_ha": -212.78882,
  "charge": 1,
  "e_above_lowest_kj_mol": 345.33,
  "symbols": ["C", "N", "H", "H", "H", "H", "C", "C", "C", "H", "H", "H", "H", "H", "H"],
  "coordinates": [[-2.712, -0.126, -0.306], [-1.963, 0.711, -0.913], [-3.489, -0.627, -0.883], [-2.605, -0.399, 0.739], [-1.056, 1.104, -0.658], [-2.430, 1.259, -1.637], [2.004, -0.624, -0.628], [1.365, -0.502, 0.751], [1.196, 0.626, 1.495], [3.020, -0.219, -0.612], [1.299, -0.112, -1.271], [2.091, -1.685, -0.867], [1.023, -1.434, 1.216], [0.261, 0.670, 2.042], [1.996, 1.359, 1.532]],
  "forces_ev_per_a": [[0.26, -0.46, 0.12], [-0.83, 0.99, -0.27], [-0.45, 0.73, 0.22], [0.79, -0.37, -0.15], [-0.14, -0.16, 1.07], [0.53, -0.77, -0.88], [0.67, -0.53, 1.96], [-0.10, 0.37, 0.52], [0.26, -1.45, -1.16], [-0.26, 0.34, -0.48], [0.45, 0.03, -0.62], [-0.11, 0.18, -0.33], [-1.05, 0.23, -0.69], [0.80, 0.05, 1.29], [-0.81, 0.81, -0.60]]
}

(5)
{
  "formula": "C6H9CaClN3O4",
  "method": "ωB97M-V/def2-TZVPD",
  "s2": 0.765,
  "multiplicity": 2,
  "gap_ev": [4.52, 2.65],
  "e_lumo_ev": [-11.368, -13.223],
  "homo_ev": [-15.8904, -15.8744],
  "energy_ha": -1835.91451,
  "charge": 2,
  "symbols": ["Ca", "Cl", "O", "O", "O", "O", "C", "C", "N", "H", "H", "H", "C", "C", "N", "H", "H", "H", "C", "C", "N", "H", "H", "H"],
  "coordinates": [[1.869, -10.014, -24.594], [4.037, -8.242, -21.767], [3.298, -9.367, -22.241], [5.338, -8.238, -22.331], [3.266, -7.075, -22.171], [4.205, -8.392, -20.384], [1.937, -10.270, -18.877], [0.615, -9.739, -19.114], [-0.450, -9.382, -19.301], [1.978, -11.005, -18.072], [2.694, -9.502, -18.718], [2.199, -10.946, -19.691], [8.237, -10.385, -22.376], [9.380, -10.020, -21.509], [10.290, -9.853, -20.823], [8.429, -11.138, -23.141], [7.982, -9.462, -22.896], [7.520, -10.833, -21.688], [7.848, -5.632, -22.465], [7.336, -5.016, -23.739], [6.918, -4.603, -24.760], [8.934, -5.558, -22.402], [7.872, -6.720, -22.538], [7.389, -5.252, -21.553]],
  "forces_ev_per_a": [[0.42, 0.34, 1.02], [-2.27, 1.14, -0.84], [-1.30, -2.12, -1.91], [1.13, 0.62, -0.57], [1.59, -0.50, 0.77], [0.33, 0.65, 1.45], [0.56, -0.93, -0.02], [0.85, -0.47, 0.49], [-1.08, 0.52, -0.49], [-0.35, 0.50, 0.56], [-0.16, -0.12, -0.01], [0.23, 0.41, -0.50], [0.75, 0.34, 0.59], [0.42, -0.93, -0.44], [-0.46, 0.24, -0.21], [0.62, 0.03, 0.19], [-0.74, -0.12, 0.13], [-0.57, 0.45, -0.26], [0.69, -0.05, -1.11], [-0.78, 0.44, -1.62], [1.14, -1.26, 3.06], [0.08, 1.05, 0.02], [-1.06, -0.16, 0.01], [-0.05, -0.07, -0.28]]
}

(6)
{
  "formula": "C24H19BrNO2PtSbSe4",
  "method": "ωB97M-V/def2-TZVPD",
  "gap_ev": 5.37,
  "e_lumo_ev": 3.828,
  "homo_ev": -1.5400,
  "energy_ha": -13670.63801,
  "charge": -2,
  "e_above_lowest_kj_mol": 74.51,
  "symbols": ["Pt", "Br", "C", "C", "C", "C", "C", "C", "C", "C", "C", "C", "H", "H", "H", "H", "H", "H", "Se", "Sb", "Se", "Se", "Se", "C", "O", "C", "C", "C", "C", "C", "C", "N", "C", "C", "C", "C", "C", "C", "C", "O", "H", "H", "H", "H", "H", "H", "H", "H", "H", "H", "H", "H", "H"],
  "coordinates": [[-0.209, -1.074, -0.147], [2.086, -1.330, -1.110], [2.203, -3.187, -0.701], [3.361, -3.839, -1.002], [3.448, -5.220, -0.729], [2.377, -5.870, -0.189], [1.171, -5.190, 0.116], [0.063, -5.883, 0.650], [-1.087, -5.197, 0.918], [-1.182, -3.810, 0.693], [-0.143, -3.051, 0.187], [1.059, -3.789, -0.124], [4.193, -3.307, -1.444], [4.361, -5.755, -0.960], [2.428, -6.934, 0.014], [0.144, -6.949, 0.832], [-1.950, -5.715, 1.320], [-2.117, -3.334, 0.951], [-6.321, -2.178, -1.010], [-5.818, -1.027, 1.041], [-1.891, 0.980, 2.356], [-2.373, -0.712, 0.848], [-6.271, -2.444, 2.939], [2.371, 1.156, 1.956], [2.398, 2.564, 2.233], [2.155, 3.302, 1.087], [3.205, 3.768, 0.327], [2.963, 4.490, -0.838], [1.648, 4.722, -1.212], [0.584, 4.259, -0.450], [0.812, 3.528, 0.721], [-0.150, 3.018, 1.551], [-1.526, 2.665, 1.275], [-1.886, 2.522, -0.159], [-3.018, 3.163, -0.651], [-3.452, 2.971, -1.953], [-2.739, 2.101, -2.773], [-1.623, 1.440, -2.298], [-1.170, 1.619, -0.979], [-0.113, 0.983, -0.519], [3.181, 0.892, 1.271], [1.414, 0.864, 1.516], [2.507, 0.643, 2.907], [4.214, 3.549, 0.659], [3.785, 4.855, -1.441], [1.434, 5.273, -2.120], [-0.430, 4.447, -0.773], [0.195, 2.730, 2.451], [-2.203, 3.368, 1.769], [-3.577, 3.815, 0.013], [-4.347, 3.461, -2.312], [-3.079, 1.913, -3.785], [-1.086, 0.732, -2.918]],
  "forces_ev_per_a": [[-0.12, -0.05, 0.12], [-0.05, 0.00, 0.00], [-0.01, -0.01, 0.02], [0.01, -0.02, 0.00], [0.01, 0.01, -0.01], [-0.01, 0.00, 0.00], [0.01, 0.01, 0.00], [-0.01, 0.00, 0.00], [0.01, 0.00, 0.00], [0.00, -0.01, 0.02], [-0.04, 0.00, -0.01], [0.01, 0.02, -0.03], [0.00, 0.00, 0.00], [0.00, 0.00, 0.00], [0.00, 0.00, 0.00], [0.00, 0.00, 0.00], [0.00, 0.00, -0.01], [0.00, 0.01, 0.00], [-0.02, -0.02, -0.01], [-0.15, -0.02, 0.03], [-0.07, 0.03, -0.07], [0.36, 0.05, -0.10], [-0.02, -0.01, 0.00], [-0.11, -0.02, 0.04], [0.15, 0.00, -0.05], [-0.07, -0.07, 0.02], [0.01, 0.08, 0.03], [-0.02, 0.00, 0.02], [0.00, 0.00, -0.03], [-0.02, 0.05, 0.03], [0.03, -0.11, -0.08], [-0.03, 0.42, 0.18], [0.10, -0.08, 0.12], [-0.11, -0.32, 0.01], [0.04, 0.00, -0.04], [0.02, 0.01, 0.00], [0.00, -0.01, 0.01], [-0.01, 0.07, -0.02], [-0.09, 0.04, -0.02], [0.08, 0.11, 0.03], [0.01, 0.00, 0.00], [0.01, -0.01, -0.03], [0.01, 0.01, 0.01], [0.00, -0.01, 0.00], [0.00, 0.00, 0.00], [0.00, 0.00, 0.00], [0.01, 0.01, 0.01], [0.08, -0.21, -0.10], [0.00, 0.06, -0.14], [0.00, 0.00, 0.01], [0.00, 0.00, 0.00], [0.00, 0.01, 0.00], [0.00, -0.01, 0.00]]
}

Computed values of max |F| (unit: eV/Å) for the preceding records, in sequence: 1.83, 0.48, 3.88, 2.14, 3.50, 0.46.